Entry 1:
{
  "formula": "C16H27Cl2N2O3SV",
  "method": "the ωB97M-V functional and the def2-TZVPD basis",
  "elements": ["V", "Cl", "C", "C", "C", "Cl", "C", "O", "C", "C", "O", "C", "H", "H", "H", "N", "C", "C", "C", "C", "N", "H", "H", "H", "H", "H", "H", "H", "H", "H", "H", "H", "H", "C", "H", "H", "C", "C", "S", "O", "C", "C", "H", "H", "H", "H", "H", "H", "H", "H", "H", "H"],
  "positions_angstrom": [[-0.754, -0.191, -0.482], [-3.423, 6.692, 0.787], [-2.752, 5.066, 0.889], [-2.599, 4.479, 2.135], [-2.080, 3.188, 2.179], [-1.865, 2.437, 3.751], [-1.704, 2.440, 1.051], [-1.214, 1.221, 1.169], [-1.865, 3.102, -0.222], [-1.486, 2.448, -1.425], [-1.050, 1.200, -1.497], [-2.399, 4.404, -0.266], [-2.872, 4.997, 3.043], [-1.544, 3.001, -2.356], [-2.533, 4.888, -1.228], [1.883, -0.047, 2.549], [2.229, -1.032, 3.568], [1.999, -2.453, 3.067], [0.529, -2.892, 2.906], [-0.173, -2.640, 1.562], [-0.681, -1.277, 1.313], [2.468, -0.125, 1.728], [1.869, 0.904, 2.886], [1.590, -0.863, 4.438], [3.264, -0.951, 3.913], [2.481, -3.121, 3.786], [2.526, -2.580, 2.111], [-0.068, -2.431, 3.706], [0.489, -3.972, 3.073], [-1.021, -3.319, 1.490], [0.498, -2.888, 0.742], [0.048, -0.606, 1.611], [-1.459, -1.054, 1.913], [-0.885, -1.655, -1.663], [-0.065, -2.019, -2.287], [-1.776, -2.258, -1.874], [2.664, 0.585, -4.388], [3.157, 0.065, -3.038], [1.852, 0.126, -1.762], [2.478, -0.603, -0.588], [1.965, 1.914, -1.409], [3.254, 2.304, -0.701], [3.402, 0.404, -5.172], [2.471, 1.662, -4.362], [1.733, 0.090, -4.679], [4.028, 0.601, -2.655], [3.386, -1.002, -3.071], [1.080, 2.123, -0.803], [1.829, 2.425, -2.367], [3.577, 1.503, -0.028], [3.097, 3.206, -0.107], [4.070, 2.502, -1.402]],
  "atomic_forces_ev_per_a": [[-0.79, 0.14, 1.29], [0.04, -0.07, 0.01], [0.06, -0.19, -0.01], [-0.09, 0.21, 0.16], [0.15, -0.36, -0.28], [-0.03, 0.05, -0.02], [0.01, 0.06, 0.37], [-0.13, -0.39, -0.89], [0.46, -0.72, -0.36], [-0.06, 0.21, 0.39], [0.12, 1.74, -1.27], [-0.08, 0.31, 0.03], [0.01, -0.03, -0.03], [-0.16, -0.10, -0.19], [0.01, -0.03, 0.05], [-0.23, -0.28, 0.05], [-0.19, 0.12, -0.22], [-0.15, 0.02, -0.19], [-0.07, 0.24, 0.12], [0.07, 0.20, -0.09], [1.15, -0.37, 0.79], [0.05, 0.04, -0.16], [0.00, 0.02, 0.01], [-0.02, 0.06, 0.05], [0.17, 0.03, 0.05], [0.00, -0.06, -0.03], [-0.02, -0.02, 0.07], [0.04, -0.09, -0.02], [-0.02, 0.00, 0.01], [-0.12, -0.06, -0.09], [0.04, -0.02, -0.07], [-0.03, -0.21, 0.45], [-0.25, 0.11, 0.13], [-0.37, -0.69, -0.28], [0.09, 0.14, -0.17], [0.03, -0.16, 0.17], [-0.04, 0.02, 0.10], [-0.20, -0.06, -0.12], [0.80, 0.13, 0.32], [-0.31, 0.39, -0.25], [-0.01, -0.15, 0.10], [0.09, -0.04, -0.04], [0.01, -0.02, 0.06], [0.03, -0.11, 0.01], [0.09, 0.04, 0.05], [-0.03, -0.08, -0.05], [0.07, 0.06, -0.08], [0.04, 0.02, -0.04], [-0.08, -0.04, 0.12], [-0.08, 0.07, -0.03], [0.00, -0.03, -0.05], [-0.07, -0.01, 0.05]],
  "mulliken_spin": [1.531, 0.000, -0.029, 0.043, -0.005, 0.000, -0.003, -0.011, -0.029, 0.112, 0.046, 0.040, 0.005, 0.004, 0.003, 0.010, 0.002, 0.000, -0.008, 0.009, 0.019, 0.000, 0.004, 0.000, 0.000, 0.000, 0.001, -0.001, 0.000, -0.003, 0.012, -0.025, 0.005, -0.696, 0.000, 0.007, 0.003, 0.000, -0.073, -0.002, 0.031, 0.010, 0.000, -0.001, -0.001, 0.000, -0.002, -0.003, -0.004, -0.001, -0.001, 0.000],
  "spin_multiplicity": 2,
  "homo_lumo_gap_ha": [0.1541, 0.1445],
  "s_squared": 1.2445,
  "total_charge": -1,
  "e_lumo_ha": [0.0885, 0.0891],
  "de_lowest_kj_mol": 216.94
}

***

Entry 2:
{
  "formula": "C16H27F5N4O6S",
  "method": "the ωB97M-V functional and the def2-TZVPD basis",
  "elements": ["C", "C", "C", "N", "C", "O", "N", "C", "O", "C", "C", "C", "O", "N", "C", "C", "C", "F", "F", "C", "F", "F", "F", "C", "N", "H", "H", "H", "H", "H", "H", "H", "H", "H", "H", "H", "H", "H", "H", "H", "H", "H", "H", "H", "O", "S", "O", "O", "C", "C", "C", "H", "H", "H", "H", "H", "H", "H", "H"],
  "positions_angstrom": [[-2.445, -4.248, -3.918], [-2.468, -2.782, -4.260], [-3.789, -2.286, -4.757], [-1.456, -2.004, -4.193], [-0.688, -1.986, -2.933], [0.305, -2.963, -2.935], [-1.591, -2.113, -1.803], [-0.813, -1.542, -0.721], [-0.803, -2.016, 0.376], [-0.046, -0.278, -1.231], [-0.687, 1.110, -1.006], [-1.734, 1.148, 0.085], [-1.662, 1.967, 0.979], [-2.798, 0.214, -0.007], [-3.868, 0.674, -0.880], [-3.281, -0.235, 1.298], [1.404, -0.375, -0.756], [2.154, 0.643, -1.250], [1.960, -1.522, -1.201], [1.596, -0.378, 0.805], [0.575, 0.203, 1.449], [2.717, 0.317, 1.106], [1.771, -1.610, 1.293], [-0.148, -0.545, -2.776], [1.076, -0.367, -3.582], [-3.452, -4.558, -3.645], [-2.176, -4.784, -4.824], [-1.766, -4.470, -3.106], [-4.501, -2.292, -3.938], [-4.181, -2.975, -5.507], [-3.688, -1.322, -5.239], [0.728, -2.907, -3.791], [-2.338, -1.431, -1.921], [-1.119, 1.528, -1.908], [0.091, 1.797, -0.696], [-4.594, 1.299, -0.358], [-4.424, -0.197, -1.228], [-3.500, 1.182, -1.766], [-2.509, -0.154, 2.049], [-4.168, 0.312, 1.604], [-3.511, -1.295, 1.221], [-0.919, 0.017, -3.298], [0.763, -0.419, -4.546], [1.388, 0.592, -3.474], [5.902, 2.717, 5.601], [4.569, 3.157, 5.875], [3.784, 2.515, 6.882], [3.749, 3.186, 4.512], [3.742, 1.989, 3.704], [2.781, 0.952, 4.252], [4.568, 4.894, 6.165], [4.751, 1.588, 3.611], [3.424, 2.300, 2.711], [3.129, 0.559, 5.207], [2.683, 0.120, 3.559], [1.797, 1.391, 4.420], [5.123, 5.382, 5.369], [5.052, 5.061, 7.124], [3.539, 5.242, 6.195]],
  "atomic_forces_ev_per_a": [[-0.62, 0.45, 0.83], [0.44, -0.66, -0.19], [0.47, -0.46, -1.57], [-1.35, 1.70, 1.22], [0.15, -0.09, -2.16], [-0.38, -0.39, 1.16], [0.96, -0.41, 0.68], [-1.03, -0.11, 0.81], [0.34, 0.45, -0.38], [-0.16, -0.49, -1.93], [0.15, -0.20, 1.18], [-0.32, 1.27, 0.80], [0.07, -0.73, -0.38], [0.64, 0.32, 0.04], [-0.36, -0.76, -0.28], [-0.12, -0.43, -0.26], [0.16, -0.35, 0.24], [-0.26, 0.19, 0.07], [-0.06, 0.14, 0.17], [0.62, -0.08, 0.54], [0.27, -0.05, -0.25], [-0.39, -0.12, -0.12], [-0.19, 0.46, -0.26], [1.25, -0.69, -1.11], [-0.31, 0.20, 0.25], [-0.05, -0.23, 0.08], [0.18, -0.08, -0.13], [0.25, -0.13, -0.04], [0.02, 0.17, 0.25], [-0.21, -0.10, 0.01], [-0.08, 0.32, 0.25], [0.34, 0.10, -0.16], [-0.25, -0.15, -0.22], [-0.06, -0.23, -0.26], [0.03, 0.24, 0.06], [0.13, 0.34, 0.08], [-0.11, -0.09, -0.08], [0.19, 0.16, -0.01], [0.18, 0.23, 0.08], [-0.08, 0.14, 0.20], [-0.24, -0.12, -0.04], [-0.48, 0.43, 0.87], [0.05, -0.11, -0.13], [0.22, -0.04, 0.02], [0.04, -0.17, 0.11], [-0.22, 0.31, -0.29], [0.14, -0.11, 0.11], [0.12, 0.16, 0.02], [-0.21, -0.63, -0.24], [0.04, 0.02, 0.31], [-0.01, 0.07, -0.03], [0.06, 0.14, 0.15], [0.00, 0.27, 0.08], [0.02, 0.01, -0.01], [0.04, 0.02, -0.05], [-0.01, 0.01, -0.09], [0.01, -0.02, -0.01], [0.01, -0.07, 0.01], [-0.01, -0.03, 0.01]],
  "mulliken_charge": [-1.323, 0.969, -1.549, -0.614, 0.493, -0.562, -0.275, -1.086, -0.483, 2.375, -1.002, 0.194, -0.605, 0.468, -1.133, -1.112, 0.876, -0.363, -0.290, 0.622, -0.236, -0.259, -0.268, -1.045, -0.700, 0.360, 0.343, 0.412, 0.328, 0.430, 0.388, 0.552, 0.172, 0.545, 0.291, 0.388, 0.438, 0.317, 0.308, 0.354, 0.351, 0.273, 0.375, 0.296, -0.641, 1.230, -0.610, -0.283, -0.269, -0.887, -0.939, 0.319, 0.170, 0.385, 0.249, 0.266, 0.311, 0.374, 0.313],
  "homo_lumo_gap_ha": 0.3475,
  "total_charge": 0,
  "e_lumo_ha": 0.0107,
  "smiles": "CC(C)=N[C@]1(O)NC(=O)[C@@](CC(=O)N(C)C)(C(F)(F)C(F)(F)F)[C@H]1N.CCOS(C)(=O)=O"
}

***

Entry 3:
{
  "formula": "C16H27F9NO7S",
  "method": "the ωB97M-V functional and the def2-TZVPD basis",
  "elements": ["C", "O", "C", "C", "C", "N", "S", "H", "H", "H", "H", "H", "H", "H", "H", "H", "H", "H", "H", "C", "C", "O", "C", "O", "C", "F", "F", "F", "H", "H", "H", "H", "H", "C", "C", "O", "C", "O", "C", "F", "F", "F", "H", "H", "H", "H", "H", "C", "C", "O", "C", "O", "C", "F", "F", "F", "H", "H", "H", "H", "H"],
  "positions_angstrom": [[-1.767, 0.092, 2.052], [-0.713, 0.244, 1.092], [0.533, -0.176, 1.580], [0.860, -1.684, 1.310], [0.137, -2.655, 2.284], [1.142, -3.391, 3.154], [1.076, -2.684, 4.781], [-1.411, -0.210, 3.046], [-2.276, 1.059, 2.130], [-2.457, -0.670, 1.660], [0.701, 0.044, 2.645], [1.285, 0.377, 1.003], [1.957, -1.753, 1.373], [0.529, -1.940, 0.300], [-0.438, -3.422, 1.757], [-0.552, -2.140, 2.961], [2.085, -3.303, 2.773], [0.956, -4.393, 3.204], [2.016, -3.417, 5.466], [-2.041, -1.833, -2.110], [-1.370, -3.186, -2.062], [-2.027, -4.123, -2.923], [-1.677, -4.053, -4.206], [-0.884, -3.291, -4.658], [-2.407, -5.127, -5.006], [-3.695, -5.190, -4.679], [-1.875, -6.326, -4.777], [-2.335, -4.897, -6.304], [-3.105, -1.922, -1.882], [-1.584, -1.153, -1.388], [-1.964, -1.386, -3.100], [-1.447, -3.596, -1.053], [-0.310, -3.116, -2.309], [2.196, 0.057, -4.068], [3.528, -0.575, -3.721], [4.175, 0.140, -2.649], [3.771, -0.162, -1.430], [2.928, -0.963, -1.157], [4.568, 0.630, -0.401], [4.690, 1.905, -0.745], [5.792, 0.130, -0.264], [3.984, 0.593, 0.796], [2.323, 1.115, -4.297], [1.752, -0.439, -4.931], [1.497, -0.012, -3.233], [4.203, -0.515, -4.572], [3.420, -1.629, -3.464], [-0.737, 4.429, 1.301], [-0.660, 4.888, 2.743], [-1.396, 6.102, 2.935], [-2.706, 5.948, 3.102], [-3.279, 4.905, 3.099], [-3.366, 7.302, 3.342], [-2.917, 8.224, 2.495], [-3.116, 7.734, 4.576], [-4.679, 7.234, 3.199], [-0.408, 5.222, 0.628], [-0.110, 3.550, 1.144], [-1.761, 4.178, 1.022], [0.372, 5.115, 3.007], [-1.009, 4.117, 3.430]],
  "atomic_forces_ev_per_a": [[-0.38, 0.05, -0.69], [0.18, -0.29, 1.09], [0.94, -0.51, -0.96], [-0.83, 0.59, 0.56], [0.14, 0.18, -0.60], [0.50, -0.55, 0.45], [0.13, 0.23, 0.83], [0.02, 0.18, -0.20], [-0.07, -0.28, 0.08], [-0.04, 0.23, 0.32], [-0.26, 0.10, -0.10], [-0.11, -0.02, 0.19], [-0.26, -0.29, -0.13], [0.37, 0.15, 0.04], [0.20, 0.11, 0.11], [0.19, -0.14, -0.10], [-0.06, 0.20, -0.16], [-0.26, 0.00, -0.03], [-0.35, 0.10, -0.80], [-0.18, 0.17, -0.20], [0.18, 0.42, 0.47], [-0.06, -0.32, -0.01], [0.09, 0.21, 0.76], [0.30, 0.20, -0.52], [-0.50, -0.48, -0.54], [-0.31, 0.14, 0.28], [0.35, -0.24, 0.28], [0.22, 0.31, -0.30], [0.04, -0.04, 0.11], [0.01, -0.02, 0.00], [0.12, -0.01, 0.03], [-0.14, -0.24, -0.12], [-0.07, -0.05, -0.19], [-0.08, 0.18, 0.28], [-0.35, -0.22, -0.77], [0.21, 0.05, 0.42], [0.10, -0.03, -1.17], [-0.44, -0.36, 0.71], [0.42, 0.56, 0.41], [-0.13, 0.29, -0.23], [0.27, -0.37, -0.09], [-0.38, -0.23, 0.26], [0.06, -0.05, -0.10], [0.05, -0.03, 0.01], [0.00, -0.10, -0.04], [0.15, 0.15, 0.18], [0.02, 0.09, 0.22], [-0.25, 0.09, -0.15], [0.52, -0.46, -0.20], [-0.10, 0.26, 0.17], [0.81, -0.30, -0.08], [-0.58, -0.28, 0.05], [-0.44, 0.73, 0.00], [0.28, 0.09, -0.32], [0.25, -0.11, 0.42], [-0.34, -0.33, -0.08], [0.12, -0.02, 0.06], [0.01, 0.02, 0.03], [0.02, -0.08, 0.07], [-0.09, 0.25, 0.04], [-0.19, 0.11, -0.02]],
  "mulliken_charge": [-0.767, -0.408, -0.673, 0.167, -0.785, -0.188, -0.014, 0.413, 0.246, 0.244, 0.499, 0.187, 0.459, -0.120, 0.280, 0.373, 0.426, 0.418, 0.231, -1.038, 0.038, -0.357, 0.355, -0.498, 0.866, -0.244, -0.254, -0.232, 0.346, 0.225, 0.339, 0.146, 0.314, -1.006, -0.221, -0.339, 0.406, -0.515, 0.884, -0.255, -0.269, -0.220, 0.325, 0.389, 0.202, 0.340, 0.286, -1.015, -0.249, -0.312, 0.344, -0.516, 0.918, -0.245, -0.253, -0.237, 0.351, 0.263, 0.303, 0.341, 0.306],
  "homo_lumo_gap_ha": 0.3211,
  "total_charge": 1,
  "e_lumo_ha": -0.1573
}

***

Entry 4:
{
  "formula": "C16H27N5O6",
  "method": "the ωB97M-V functional and the def2-TZVPD basis",
  "elements": ["C", "O", "C", "O", "O", "C", "H", "H", "H", "H", "H", "H", "C", "O", "C", "O", "O", "C", "H", "H", "H", "H", "H", "H", "C", "C", "N", "H", "H", "H", "C", "C", "N", "H", "H", "H", "C", "C", "N", "H", "H", "H", "C", "C", "N", "H", "H", "H", "C", "C", "N", "H", "H", "H"],
  "positions_angstrom": [[-5.982, 1.198, -2.636], [-4.613, 1.457, -2.517], [-3.702, 0.419, -2.268], [-3.812, -0.776, -2.156], [-2.547, 1.011, -2.125], [-1.428, 0.354, -1.590], [-6.526, 1.077, -1.699], [-6.265, 0.304, -3.191], [-6.408, 2.065, -3.139], [-0.717, 0.832, -0.915], [-0.983, -0.153, -2.446], [-1.793, -0.403, -0.896], [3.374, -2.454, 2.842], [3.656, -1.551, 1.734], [2.873, -0.484, 1.419], [1.698, -0.202, 1.806], [3.615, 0.326, 0.628], [3.112, 1.666, 0.360], [4.097, -3.242, 2.633], [2.343, -2.803, 2.893], [3.659, -1.946, 3.763], [3.412, 2.299, 1.195], [2.030, 1.750, 0.259], [3.602, 2.121, -0.502], [-3.444, -1.116, 0.819], [-2.445, -1.769, -0.138], [-1.642, -2.223, -0.855], [-3.662, -1.808, 1.633], [-4.320, -0.667, 0.352], [-2.842, -0.388, 1.365], [0.509, -0.848, 0.246], [0.471, 0.533, -0.317], [0.408, 1.603, -0.838], [-0.318, -1.482, -0.078], [0.591, -0.899, 1.332], [1.459, -1.185, -0.169], [0.598, -1.824, 3.417], [0.639, -2.525, 2.187], [0.675, -3.239, 1.253], [0.739, -0.750, 3.291], [1.444, -2.179, 4.005], [-0.208, -2.138, 4.080], [2.371, -0.399, -2.054], [3.710, 0.080, -1.793], [4.812, 0.533, -1.609], [1.889, -0.743, -1.139], [2.339, -1.241, -2.746], [1.688, 0.397, -2.348], [0.199, 3.340, -0.987], [0.467, 3.834, 0.394], [0.617, 4.213, 1.468], [1.080, 2.766, -1.272], [0.208, 4.289, -1.522], [-0.727, 2.972, -1.430]],
  "atomic_forces_ev_per_a": [[-1.40, -0.37, -0.32], [1.50, -1.81, 0.41], [0.20, 0.76, 0.11], [-1.91, 0.49, -0.44], [-0.54, 3.02, -0.21], [-3.48, -2.64, -0.82], [0.45, 0.22, 0.48], [0.56, -0.08, -0.35], [0.09, -0.07, -0.02], [-5.46, 0.83, -2.99], [0.62, -0.30, 0.26], [0.26, 1.28, -1.45], [0.97, 0.24, -0.50], [-1.58, 1.08, -0.60], [-0.21, 1.93, 1.83], [8.90, 1.77, 2.16], [-1.54, -0.76, 1.15], [0.23, 1.30, 1.25], [-0.34, -0.16, 0.26], [1.73, -0.30, -0.55], [-0.05, 0.04, 0.05], [-0.06, -0.15, 0.26], [1.02, -0.36, 0.40], [0.03, -0.73, 0.10], [1.98, -0.76, -0.19], [-0.67, -2.12, -0.14], [-2.87, -1.12, 2.03], [-0.46, -0.35, -0.43], [0.30, -0.31, -0.08], [-0.11, 0.60, -0.26], [-2.34, 0.72, -2.56], [2.90, 1.71, 2.03], [3.24, -14.91, 4.93], [0.78, 0.58, -0.64], [-1.82, 0.15, -1.99], [-1.14, -1.28, 1.63], [-0.46, 0.25, 2.63], [-1.07, -4.02, -2.91], [0.00, 1.47, 2.74], [-0.62, -0.43, 0.50], [-0.19, 0.44, 0.16], [-0.61, 0.27, -0.50], [-0.29, -0.22, -0.28], [6.15, 2.21, -0.30], [-5.44, -2.60, -1.69], [1.52, 0.21, -1.71], [0.19, 0.19, -0.17], [0.53, -0.05, -0.65], [0.97, 9.29, -1.28], [-1.54, -0.98, -1.14], [0.29, 0.04, 0.17], [0.78, 3.87, -1.17], [0.25, 1.72, -0.11], [-0.22, 0.18, 0.91]],
  "mulliken_charge": [-0.723, -0.334, 0.691, -0.561, -0.264, 0.599, 0.287, 0.332, 0.266, -0.106, 0.066, -0.932, -0.750, -0.308, 0.865, -0.664, -0.369, -0.812, 0.262, 0.306, 0.347, 0.448, 0.101, 0.415, -1.090, 0.309, -0.433, 0.402, 0.261, 0.310, -0.987, 0.696, -0.555, 0.914, 0.178, 1.389, -1.264, 0.562, -0.504, 0.357, 0.457, 0.417, -0.750, 0.422, -0.625, -0.409, 0.444, 0.259, -0.662, 0.429, -0.529, 0.203, 0.395, 0.242],
  "homo_lumo_gap_ha": 0.3235,
  "total_charge": 0,
  "e_lumo_ha": 0.0073,
  "de_lowest_kj_mol": 1760.42
}

***

Calculated total energy (computed, eV): -87718.194; -59696.281; -68137.840; -36745.683